Version a
Below is 2 unconnected molecules or ions with the total composition C5H13FN, with properties calculated with ωB97M-V/def2-TZVPD.

Results
LUMO level (spin up / spin down): -4.23 / -3.37 eV
Charge: +1

Geometry (Å):
C 0.02318 1.36064 1.55347
C 1.72306 -0.37450 -0.34391
C -0.35312 -1.63106 -0.92677
C -2.97155 0.17724 0.44715
C -0.23502 -0.03177 1.13332
N 0.19329 -0.40834 -0.19774
F -2.49107 0.16113 -0.77729
H 1.17474 1.50144 1.73012
H -0.45005 1.62263 2.41169
H -0.43265 1.94343 0.81052
H 2.29758 -1.05050 0.22623
H 1.93086 -0.35610 -1.41529
H 2.00016 0.62516 0.06278
H -1.24649 -1.34018 -1.28178
H 0.30968 -1.98401 -1.67074
H -0.48894 -2.51585 -0.33570
H -3.23171 -0.82546 0.83709
H -3.51807 1.13217 0.62842
H -0.46268 -0.93714 1.85673
H -0.16732 0.22893 -0.86365

---

Version b
Below is 2 unconnected molecules or ions with the total composition C5H13FN, with properties calculated with ωB97M-V/def2-TZVPD.

Results
LUMO level (spin up / spin down): -4.40 / -3.35 eV
Charge: +1

Geometry (Å):
C -1.51650 0.88608 0.89742
C -0.14636 -1.86137 -1.17213
C 1.70698 -1.57536 0.64904
C -0.13502 1.18239 0.54407
C 0.92101 -1.09726 -0.50572
N 0.00778 2.22913 -0.51041
F 1.63241 -0.18455 -1.29389
H -2.03402 0.54228 -0.03253
H -1.53240 -0.04732 1.67123
H -2.17810 1.70720 1.32359
H -0.47594 -2.63418 -0.47607
H -0.99445 -1.29035 -1.48537
H 0.35556 -2.29707 -2.08138
H 1.59785 -0.90996 1.47169
H 2.82095 -1.60531 0.50350
H 1.51261 -2.59162 0.85909
H 0.75027 1.25788 1.30368
H -0.60915 2.10045 -1.24596
H 0.91895 2.29350 -1.00621
H -0.21261 3.14826 -0.08075

---

So which one is most stable? That would be version b, about 1.413 eV below the next structure.

---

Version a
Below is 2 unconnected molecules or ions with the total composition CHBrClNO, with properties calculated with ωB97M-V/def2-TZVPD.

Results
LUMO level (spin up / spin down): -2.14 / -2.13 eV

Geometry (Å):
C -0.08217 -0.99518 -0.04773
N -1.11031 -1.54998 0.38072
O -2.21949 0.06100 -0.10906
Cl 1.50817 -1.62468 -0.06164
Br -3.83942 -0.28321 -0.06548
H -0.20104 0.06017 -0.58552

---

Version b
Below is a molecular structure, CHBrClNO, with properties calculated with ωB97M-V/def2-TZVPD.

Results
LUMO level: -0.73 eV

Geometry (Å):
C -0.37565 0.31477 0.74685
N 0.72210 0.01200 1.66253
O 1.78013 -0.35788 1.28150
Cl -1.84120 -0.34396 1.40263
Br -0.30203 2.21984 0.88087
H -0.27608 0.03420 -0.48598

---

So which one is most stable? That would be version b, about 2.197 eV below the next structure.

---

Version a
Below is 8 unconnected molecules or ions with the total composition C5H25NO7, with properties calculated with ωB97M-V/def2-TZVPD.

Results
SMILES string: C/C=C/CCN.O.O.O.O.O.O.O
LUMO level: 0.47 eV

Geometry (Å):
C -2.83131 -0.81191 -0.88702
C -2.18429 -1.08149 0.46684
C -0.72270 -0.71733 0.56737
C 0.12644 -1.16298 1.48288
C 1.52198 -0.62842 1.53037
N -2.06629 0.38392 -1.52455
H -3.85455 -0.43958 -0.80424
H -2.87732 -1.74374 -1.39353
H -2.34176 -2.16434 0.82937
H -2.69094 -0.57101 1.23483
H -0.50153 0.24007 -0.03240
H -0.23343 -1.89974 2.10161
H 1.86564 -0.20437 0.63892
H 2.16816 -1.45706 1.82361
H 1.71575 0.24683 2.10527
H -1.12583 -0.07505 -1.72706
H -2.48540 0.72863 -2.41274
H 0.67876 -3.88116 0.42670
H 0.44960 -2.51579 -0.39193
O 0.66079 -3.47342 -0.45741
H 1.52673 -1.13773 -1.48688
H 2.20311 0.31766 -1.76368
O 1.43965 -0.23054 -1.72051
H 0.15262 2.34103 1.60244
H -0.46011 3.14491 2.85489
O 0.14593 2.52644 2.58030
H 1.95845 2.20678 -0.34408
H 3.16796 2.75240 -1.26308
O 2.70167 1.93202 -0.94317
H -2.34770 2.06621 -0.29598
H -1.84961 1.29937 0.98218
O -1.85291 2.17519 0.50447
H 2.23509 -2.80575 -0.79939
H 3.13390 -2.68470 -2.02459
O 3.06453 -2.46041 -1.14661
H -0.07900 2.70895 -0.66005
H -0.62565 3.64321 0.38114
O 0.21356 3.43291 -0.03428

---

Version b
Below is 7 unconnected molecules or ions with the total composition C5H25NO7, with properties calculated with ωB97M-V/def2-TZVPD.

Results
SMILES string: COC[C@H](C)N.CO.O.O.O.O.O
LUMO level: 0.04 eV

Geometry (Å):
C 4.32100 -0.21648 11.87625
C 4.57337 -1.68851 11.64994
C 4.25526 -2.05160 10.19364
O 4.47234 -3.42514 10.02031
C 4.32309 -3.84481 8.69208
N 5.99924 -1.98436 11.97524
H 3.45077 0.13083 11.31914
H 5.19132 0.36745 11.56462
H 4.24649 -0.00524 12.94312
H 3.96736 -2.35359 12.26312
H 4.75425 -1.36780 9.49622
H 3.16758 -1.84523 10.11995
H 4.83687 -3.15127 8.01263
H 3.26893 -3.93210 8.42075
H 4.85195 -4.78296 8.52406
H 6.06920 -2.99030 11.82375
H 6.57485 -1.58818 11.23512
O 6.07311 -4.73312 3.91872
H 5.51717 -5.45680 3.61731
H 5.57838 -4.33294 4.64752
O 1.61511 -3.89235 2.26612
H 2.11613 -3.06958 2.28882
H 1.25817 -3.93893 1.37551
O 4.27157 -2.65548 5.14525
H 4.98825 -2.03819 5.35247
H 4.26734 -2.70662 4.17738
O 3.84865 -1.74460 2.52022
H 3.68156 -0.85144 2.83831
H 4.61192 -1.66784 1.93914
O 6.66243 -1.27206 5.85656
H 7.38045 -1.91262 5.86473
H 7.01102 -0.49451 6.30100
C 1.00667 -1.72863 5.32523
O -0.14636 -1.20718 5.94736
H 1.05704 -1.49313 4.26561
H 1.95114 -1.42837 5.79127
H 0.98337 -2.82269 5.40804
H -0.19597 -1.52869 6.84950

---

So which one is most stable? That would be version b, about 1.254 eV below the next structure.